[1]
Density functional theory data (ωB97M-V with the def2-TZVPD basis set) for a structure of composition C22H35BrCaCl6IMgN3O4P in a non-equilibrium geometry.

```
! wB97M-V def2-TZVPD RIJCOSX def2/J DEFGRID3
* xyz 1 1
I -0.1101 3.3058 -3.3211
Br -0.6413 -2.3859 -3.2967
Ca 4.7098 -0.4377 -2.0581
Cl -1.6363 -0.3340 2.7466
Cl 1.8407 4.1811 -2.0843
Cl 2.9336 -2.0094 -2.5081
Cl 0.8520 -4.8976 -3.4064
Cl -3.3918 -4.2954 7.8978
Cl 0.6565 -5.3599 -0.4461
P 1.6173 0.5565 -0.8661
Mg -3.3763 -0.0474 -5.3314
O -3.0008 -2.9632 4.7067
O -4.5090 -4.2585 5.8327
O -4.2013 -2.1121 6.2383
O -0.5499 -0.0797 0.3415
N 3.3977 6.8805 -0.3940
N -1.0926 -2.6625 -0.6499
N -3.0062 -0.3832 0.4541
C 1.8310 -4.1827 -1.1989
C -0.0492 -0.4503 -0.9763
C -4.0014 -1.2905 0.6371
C -3.8955 -3.2044 5.5525
C -4.6765 -1.7737 2.0573
C 4.7191 8.1803 0.8330
C -1.6499 -0.8045 0.9046
C 2.9091 6.8455 0.8860
C 0.0631 -2.5770 1.7727
C 1.4589 -2.7562 -1.5647
C 4.4984 7.6961 -0.4370
C -1.2414 0.7979 -4.6226
C 3.7134 7.6415 1.6706
C 1.2571 2.3112 -0.1089
C -0.9993 0.4663 -2.0066
C 0.0560 -2.0202 -1.3716
C 1.9714 2.5658 1.3384
C -1.2364 -2.3805 0.8209
C -4.6813 -1.9721 -0.7315
C 3.3349 -4.8483 -1.5100
C -0.2341 1.0735 -3.3108
C 2.7905 -0.2339 0.4554
H 0.7736 0.5633 -3.6086
H -0.7972 -0.1426 -5.2088
H 3.0068 6.3830 -1.1835
H 0.7354 -1.6232 1.9536
H 2.3224 -0.1944 1.5342
H 2.0341 6.2574 1.1287
H -2.0549 -3.1414 1.2294
H 5.5179 8.8498 1.1246
H -4.9420 -3.1140 -0.5409
H 3.0582 -1.3512 0.2420
H -5.6999 -1.4376 -0.9486
H -0.3554 -2.8567 2.8579
H 3.5886 7.8164 2.7313
H -2.3573 0.6508 -4.3106
H -1.9232 -2.1373 -1.0820
H 5.0298 7.8608 -1.3649
H 3.3603 -6.0078 -1.2328
H -3.5460 -1.5862 5.7364
H -4.0111 -1.8393 -1.6869
H 3.1312 2.4080 1.3535
H 1.3786 1.9569 2.1428
H -5.2604 -2.7912 1.8460
H 1.7879 3.7142 1.6034
H -2.0402 -0.0695 -2.2425
H 3.4938 -4.7950 -2.6683
H 0.8065 -3.4307 1.5074
H 1.7620 3.0646 -0.8852
H -5.4909 -0.9808 2.3342
H 0.1001 2.5728 -0.1397
H 3.7587 0.4624 0.5106
H -1.3373 1.4300 -1.3825
H -3.9118 -2.0186 2.9093
H -1.1532 1.7013 -5.3806
H 4.1535 -4.3132 -0.8693
H -1.3487 -3.6421 -0.9545
*
```

Summary:
frontier orbital gap	1.1	eV

Mulliken charges in e:
1. I 0.2205
2. Br 0.0111
3. Ca 1.3096
4. Cl -0.1493
5. Cl -0.6284
6. Cl -0.2744
7. Cl -0.4712
8. Cl 0.0736
9. Cl -0.0701
10. P 0.4899
11. Mg 0.1429
12. O -0.6044
13. O -0.4729
14. O -0.4146
15. O -0.3251
16. N 0.1378
17. N 0.0692
18. N -0.1444
19. C -0.2552
20. C 1.6666
21. C 0.4939
22. C 0.8668
23. C -0.6903
24. C -0.3856
25. C -0.6007
26. C -0.3966
27. C -0.8255
28. C 0.4039
29. C -0.5054
30. C -0.6923
31. C -0.5331
32. C -0.1642
33. C -0.3759
34. C -1.2061
35. C -0.8929
36. C 0.2181
37. C -0.9330
38. C -1.0029
39. C -0.4885
40. C -1.2938
41. H 0.2112
42. H 0.5134
43. H 0.1669
44. H 0.0518
45. H 0.2592
46. H 0.3882
47. H 0.3137
48. H 0.3833
49. H 0.3190
50. H 0.3527
51. H 0.3721
52. H 0.3563
53. H 0.3872
54. H -0.1388
55. H 0.0024
56. H 0.3634
57. H 0.3328
58. H 0.3715
59. H 0.2098
60. H 0.1871
61. H 0.2363
62. H 0.3273
63. H 0.1874
64. H -0.2742
65. H 0.3477
66. H 0.2056
67. H 0.2985
68. H 0.3750
69. H 0.2793
70. H 0.4405
71. H 0.4918
72. H 0.0246
73. H 0.4542
74. H 0.2203
75. H 0.6752

---

[2]
Density functional theory data (ωB97M-V with the def2-TZVPD basis set) for a cluster of 2 separate species, C5H17N2O in total in a non-equilibrium geometry.

```
! wB97M-V def2-TZVPD RIJCOSX def2/J DEFGRID3
* xyz 1 1
O -3.4856 2.1559 -0.9022
N 1.7888 0.1163 -2.0239
N -0.3174 -0.2526 -0.1447
C 1.1814 0.7800 1.4936
C -0.0977 -1.3517 -1.0832
C 0.2421 -0.4136 1.2919
C -0.9098 -0.2325 2.3562
C 1.2970 -1.3247 -1.5775
H 2.8095 0.2667 -1.8511
H 1.5562 0.9884 2.4907
H 1.5319 -2.0592 -2.3603
H -1.2292 0.8574 2.3840
H -1.8330 -0.8902 2.2399
H -0.2613 -2.4118 -0.7031
H -4.4242 2.2646 -1.2348
H -1.3752 -0.0694 -0.2176
H 1.2772 0.8071 -1.3485
H -3.5643 2.4021 -0.0081
H 2.1120 0.7407 0.9280
H -0.4654 -0.3719 3.4176
H 1.5207 0.3280 -2.9855
H 2.0432 -1.4804 -0.7100
H 0.7539 1.7693 1.0714
H -0.8985 -1.1879 -2.0020
H 0.7476 -1.4307 1.4793
*
```

Summary:
relative energy (zero: lowest compared OMol25 entry of this formula, charge and spin)	2.0410	eV
frontier orbital gap	9.9	eV

natural (NBO) charges in e:
1. O -0.9465
2. N -0.7284
3. N -0.6943
4. C -0.6322
5. C -0.2595
6. C -0.0726
7. C -0.6372
8. C -0.2153
9. H 0.4469
10. H 0.2409
11. H 0.2467
12. H 0.2185
13. H 0.2305
14. H 0.2260
15. H 0.4807
16. H 0.4140
17. H 0.4792
18. H 0.4669
19. H 0.1844
20. H 0.2362
21. H 0.4400
22. H 0.2193
23. H 0.2226
24. H 0.2245
25. H 0.2088

---

[3]
Density functional theory data (ωB97M-V with the def2-TZVPD basis set) for a structure of composition C29H36N7OPt in a non-equilibrium geometry.

```
! wB97M-V def2-TZVPD RIJCOSX def2/J DEFGRID3
* xyz 3 1
Pt 0.3238 0.1468 -0.5981
O 2.2606 6.7787 -2.1205
N 0.4566 -1.8750 -0.3698
N -0.9845 -3.8258 2.9590
N -2.4319 -3.6705 4.8442
N 0.6004 2.0969 -1.0351
N 4.0965 -0.0914 -2.3223
N 2.2674 0.0030 -1.1652
N 1.3351 4.4296 -0.9603
C 0.9238 6.3989 -2.3454
C 0.2068 -2.6022 -1.4798
C -2.9690 2.3606 -1.8107
C 0.4089 5.5745 -1.1745
C 1.1594 -3.8514 0.7791
C -2.4538 -0.9684 -0.3768
C 4.4501 -0.3643 -1.0228
C -2.1524 -3.5956 3.5530
C -1.3594 -0.5937 1.9930
C 2.7785 4.7928 -0.8749
C -2.5716 1.1428 -1.1018
C 1.3221 -4.6107 3.1985
C 0.9019 -4.5918 -0.3711
C -1.5234 2.3542 1.0038
C -2.7541 -2.3784 -0.1839
C 3.3033 -0.3084 -0.3021
C -2.9898 -0.1389 -1.3792
C -3.8789 -0.5802 -2.4991
C 0.9277 -2.4834 0.7292
C -1.4330 -4.0419 5.6367
C 0.0130 -4.2276 3.7638
C 3.1256 5.6680 -2.0678
C -1.6955 1.1493 0.1533
C 2.7803 0.1226 -2.3812
C 0.4122 -3.9623 -1.5059
C 1.7889 -4.4855 1.9586
C -1.5989 -0.1554 0.5819
C -0.1784 -4.3491 5.1321
C 0.9483 3.2070 -0.9921
H -3.5645 -1.5419 -2.9040
H -3.0164 2.1941 -2.8885
H -2.9073 -2.8967 -1.1327
H 0.2036 -4.5169 -2.4105
H -2.9820 -3.3249 2.9088
H -2.3309 3.2100 -1.5842
H 5.4659 -0.5636 -0.7281
H 4.7271 -0.0614 -3.1113
H -0.5941 5.1956 -1.3655
H 1.9695 -5.1186 3.9041
H -1.2097 -1.6681 2.0731
H 1.0910 -5.6581 -0.3772
H 0.6179 -4.6843 5.7821
H 2.2371 0.3577 -3.2808
H 3.3739 3.8817 -0.8447
H 4.1387 6.0502 -1.9606
H -3.7478 -2.3997 0.3015
H 0.8358 5.8265 -3.2782
H 3.1577 -0.4427 0.7551
H 3.0631 5.0872 -2.9975
H -0.5040 -0.0796 2.4307
H -2.2350 -0.3361 2.5983
H 2.9173 5.3469 0.0537
H -4.9100 -0.6884 -2.1563
H 2.7569 -4.9306 1.7496
H -0.1574 -2.0652 -2.3454
H 0.4087 6.1714 -0.2622
H -3.8796 0.1393 -3.3153
H -3.9933 2.6209 -1.5051
H -1.6468 -4.1060 6.6968
H 0.3373 7.3107 -2.4370
H 1.1430 -1.8588 1.5857
H -2.0544 -2.9051 0.4668
H -1.4030 3.2698 0.4310
H -2.4340 2.4655 1.6056
H -0.6908 2.2453 1.6961
*
```

Summary:
relative energy (zero: lowest compared OMol25 entry of this formula, charge and spin)	0.7778	eV
frontier orbital gap	5.1	eV

Mulliken charges in e:
1. Pt 0.4999
2. O -0.3418
3. N 0.0090
4. N -0.2542
5. N -0.5354
6. N -0.6035
7. N -0.0261
8. N 0.2625
9. N -0.0571
10. C -0.7261
11. C -0.1438
12. C -1.7215
13. C -0.3060
14. C 0.3090
15. C 1.1692
16. C -0.7100
17. C -0.0946
18. C -0.5718
19. C -0.5886
20. C 1.3486
21. C -0.5866
22. C -0.3333
23. C -1.1992
24. C -1.2881
25. C -0.3081
26. C -0.1297
27. C -1.6228
28. C 0.2695
29. C -0.2675
30. C 0.8553
31. C -0.5442
32. C -0.7194
33. C -0.3879
34. C -1.1248
35. C -1.3505
36. C 1.2300
37. C -0.6719
38. C 0.7689
39. H 0.3989
40. H 0.4714
41. H 0.4082
42. H 0.5086
43. H 0.4038
44. H 0.1169
45. H 0.4334
46. H 0.2332
47. H 0.2979
48. H 0.3720
49. H -0.4375
50. H 0.6189
51. H 0.4008
52. H 0.4762
53. H 0.3939
54. H 0.3764
55. H 0.4537
56. H 0.3459
57. H 0.5279
58. H 0.3247
59. H 0.4287
60. H 0.4272
61. H 0.3164
62. H 0.3603
63. H 0.4762
64. H 0.5300
65. H 0.3012
66. H 0.4297
67. H 0.3954
68. H 0.4356
69. H 0.3856
70. H 0.7720
71. H 0.0230
72. H 0.3792
73. H 0.3823
74. H 0.3244

---

[4]
Density functional theory data (ωB97M-V with the def2-TZVPD basis set) for a structure of composition C23H35AlBr4Cl6F4ILiNbO10 in a non-equilibrium geometry.

```
! wB97M-V def2-TZVPD RIJCOSX def2/J DEFGRID3
* xyz 1 1
I 2.1151 2.1535 -2.5706
Nb 0.4104 0.9461 -0.6403
Br -1.3750 9.7589 4.0523
Br 1.5773 8.7722 4.7150
Br 0.8878 9.8952 1.8076
Br -0.7181 -0.8410 -3.4263
Cl -2.9625 1.6190 1.2772
Cl 1.6648 -3.0483 -4.7739
Cl 3.4288 -3.6147 -6.9894
Cl 3.3894 -5.3588 -4.6916
Cl -2.0537 -5.0629 -3.8502
Cl 1.1433 -5.2994 -6.4977
Al 3.5922 5.3664 1.1055
F -2.1994 -9.0540 -2.0599
F -3.4901 -9.5779 -0.4163
F -0.3587 2.6969 3.7870
F -4.0727 -8.0139 -1.7802
O 1.3225 -3.4422 -1.1851
O -3.0110 -6.1089 -4.0316
O -1.7011 -6.6431 -1.0080
O 2.0821 3.6532 4.0760
O -2.4689 -4.1937 -2.7694
O 1.6149 4.7124 2.0915
O -1.9581 -4.2803 -5.0620
O -2.4063 -7.5147 0.9392
O 3.4796 -3.9664 -0.7413
O -0.7709 -5.6300 -3.5398
C -2.3399 -7.5201 -0.2535
C -1.7653 0.1615 3.1726
C -1.0206 -5.6009 -0.2905
C -1.1074 0.6727 -2.3247
C -3.2316 2.0250 -1.9741
C -0.4114 3.0192 -0.1212
C -0.9967 4.0813 0.0422
C 0.8039 -2.2359 -0.6282
C -0.7954 -0.0628 0.9230
C 2.2908 3.8303 2.9160
C -2.5851 0.6362 -1.8969
C 0.2605 -6.1156 0.3328
C 1.2887 5.9678 2.7538
C 3.3483 3.0738 2.1654
C 2.8844 2.5267 0.7907
C -1.4231 0.9380 1.8816
C 2.0000 1.2952 1.0131
C 0.4954 10.0026 3.6997
C -3.0350 -8.5619 -1.1419
C 2.4044 -4.3390 -5.7440
C -0.0121 5.9014 3.5216
C 2.6683 -3.4410 -1.4398
C 1.5460 -0.9655 -1.0515
Li 0.0407 5.8256 -0.8934
H 0.8370 -2.3303 0.4556
H 0.7601 11.0000 4.0196
H -2.5686 0.6730 3.6791
H 4.1587 3.8104 1.9297
H -3.0901 0.0464 -2.6536
H 0.8021 -5.3055 0.8170
H -0.8910 0.0595 3.7976
H 0.8991 -6.5616 -0.4310
H -2.5156 2.8239 -1.8271
H 0.0582 -6.8856 1.0762
H -4.0713 2.1022 -1.3042
H -1.4980 -0.8077 0.5498
H 3.8056 2.3131 2.7768
H -1.6492 4.8421 0.3982
H -0.7150 1.7255 2.1902
H 2.3402 3.3295 0.2948
H -2.1822 -0.7949 2.8638
H -0.1157 4.9583 4.0492
H -3.5970 2.1392 -2.9901
H 2.6189 0.4211 1.1778
H -0.0315 6.7429 4.2176
H 1.1771 6.7320 1.9841
H 2.1018 6.2925 3.3993
H -0.9862 1.5267 -2.9831
H 2.4586 -0.9294 -0.4614
H -0.7953 -4.8326 -1.0203
H -0.0839 -0.6173 1.5372
H 1.8655 -0.9580 -2.0884
H 1.4359 1.4627 1.9379
H -1.6880 -5.1631 0.4536
H 2.9683 -2.9487 -2.3686
H -0.8722 6.0078 2.8690
H -0.2429 -2.2129 -0.9060
H -2.7892 0.1363 -0.9588
H 3.7671 2.2366 0.2334
*
```

Summary:
frontier orbital gap	2.1	eV

Mulliken charges in e:
1. I -0.1696
2. Nb -2.2112
3. Br 0.0210
4. Br -0.0192
5. Br -0.0446
6. Br 0.1460
7. Cl -0.1717
8. Cl -0.0590
9. Cl -0.1095
10. Cl -0.0997
11. Cl 1.7537
12. Cl -0.0430
13. Al 0.5382
14. F -0.2471
15. F -0.2550
16. F -0.7565
17. F -0.2447
18. O 0.0452
19. O -0.6196
20. O -0.1212
21. O -0.3922
22. O -0.5807
23. O -0.1491
24. O -0.5778
25. O -0.5375
26. O -0.4889
27. O -0.4454
28. C 0.1615
29. C -1.6187
30. C 0.4853
31. C -0.1518
32. C -1.3876
33. C -0.0453
34. C -0.7224
35. C -0.2818
36. C -1.4946
37. C 0.3988
38. C -0.3899
39. C -1.2623
40. C -0.2303
41. C -0.5835
42. C -0.2213
43. C 1.7248
44. C -0.4962
45. C -0.3030
46. C 0.9558
47. C 0.1837
48. C -0.7474
49. C 0.0293
50. C -0.6733
51. Li 0.8986
52. H 0.2972
53. H 0.3585
54. H 0.4353
55. H 0.0316
56. H 0.5794
57. H 0.3088
58. H 0.3369
59. H 0.2966
60. H 0.1452
61. H 0.4539
62. H 0.3522
63. H 1.0550
64. H 0.4789
65. H 0.8654
66. H -0.6378
67. H -0.0483
68. H 0.4626
69. H 0.2401
70. H 0.4849
71. H 0.6704
72. H 0.2154
73. H 0.0163
74. H 0.5026
75. H 0.7018
76. H 0.8583
77. H -0.2841
78. H 0.7419
79. H 0.5358
80. H 0.3272
81. H 0.2955
82. H 0.3165
83. H 0.2071
84. H 0.1190
85. H 0.3156
86. H 0.5751

---

no.,calculated total energy (eV)
1,-222461.1326
2,-10480.8936
3,-46355.5460
4,-427491.4201